The following is a DFT calculation (ωB97M-V with the def2-TZVPD basis set) of 2 unconnected molecules or ions with the total composition C3H7ClN2 in a non-equilibrium geometry.

XYZ file:
```
13
Properties=species:S:1:pos:R:3:forces:R:3:nbo_charge:R:1
C -1.719 1.017 1.093 -0.6713 -0.3898 0.6852 -0.44
C 1.537 -0.466 0.055 -1.7105 3.0525 0.4810 -0.46
C -1.946 0.058 0.222 1.8247 -0.6373 -2.3295 -0.23
N 1.704 -0.306 -1.397 2.7929 -0.9199 -0.2898 -0.19
N 0.808 -0.160 -2.150 -0.2125 0.2222 -0.8332 -0.21
Cl -3.110 -1.228 0.497 0.1757 0.7215 -0.4520 -0.02
H 2.873 -0.392 -1.695 -2.7204 0.3248 0.4932 0.23
H -0.770 1.530 1.058 -0.3238 0.6419 -0.2139 0.21
H -2.441 1.156 1.901 0.6251 0.0680 0.0883 0.21
H 0.534 -0.879 0.240 0.7261 -0.3785 -0.0419 0.24
H 1.412 0.635 0.415 0.6621 -1.8649 -0.1718 0.21
H 2.369 -0.948 0.503 0.5916 -0.4780 0.4231 0.21
H -1.250 -0.016 -0.744 -1.7598 -0.3625 2.1614 0.25
```
Forces are in eV/Å.

Computed properties:
Molecular weight ... 106.6 g/mol
Relative energy (zero: lowest compared OMol25 entry of this formula, charge and spin) ... 99.1 kcal/mol
Orbital gap ... 9.2007 eV
E_LUMO ... 0.84 eV
Total charge ... 0